# 1
# C17H11FNO8

A cluster of 3 separate species, C17H11FNO8 in total at a distorted geometry (wB97M-V/def2-TZVPD, the OMol25 dataset).

The net charge is -1.

Cartesian coordinates (Å):
N (2.0004, -2.2912, 0.8561)
O (3.0746, -1.6838, 1.0476)
O (1.2113, -1.9189, -0.0318)
O (1.7168, -3.2797, 1.5781)
C (4.5547, -3.0051, 3.8077)
C (4.5757, -1.5027, 3.8178)
O (5.6726, -1.2119, 4.6532)
C (5.7558, -2.2337, 5.5534)
O (6.3871, -2.1882, 6.5559)
O (5.0557, -3.3039, 5.1257)
F (3.4455, -1.0064, 4.4340)
H (5.2738, -3.3786, 3.0785)
H (3.5524, -3.3582, 3.5742)
H (4.6166, -1.0258, 2.8440)
C (-0.2093, 3.4198, 0.2716)
C (-0.0512, 2.1686, 0.8519)
C (-0.6271, 1.0453, 0.2746)
C (-1.5160, 1.1618, -0.7797)
C (-1.7669, 2.4453, -1.3041)
C (-1.0716, 3.5316, -0.8072)
C (-2.6544, 2.6266, -2.4808)
O (-2.8688, 3.7327, -2.9383)
C (-3.3179, 1.4210, -3.0494)
C (-4.0346, 1.5697, -4.2319)
C (-4.5324, 0.4519, -4.8685)
C (-4.4646, -0.8028, -4.2561)
C (-3.7389, -0.9201, -3.0924)
C (-3.1153, 0.1614, -2.4836)
C (-2.2567, -0.0228, -1.2883)
O (-2.1400, -1.1050, -0.7623)
H (0.2593, 4.2989, 0.6911)
H (0.5428, 2.0297, 1.7461)
H (-0.3341, 0.0983, 0.7144)
H (-1.2051, 4.5050, -1.2640)
H (-4.0997, 2.5436, -4.6941)
H (-5.0690, 0.5607, -5.8045)
H (-4.9983, -1.6322, -4.6975)
H (-3.6232, -1.9008, -2.6415)

Cartesian forces (eV/Å) of the 6 atoms listed first:
-0.4603 -0.4538 0.2614
0.3709 0.2271 0.0512
0.1753 0.0592 0.1270
0.1625 0.2345 -0.1533
0.0106 0.3934 -0.3939
-0.3458 0.2316 -0.3987

# 2
# C3H6INO2

A structure of composition C3H6INO2 at a distorted geometry (wB97M-V/def2-TZVPD, the OMol25 dataset).

As for the energy above the lowest of the compared OMol25 structures with the same formula, charge and spin: 87.8 kcal per mole.

Cartesian coordinates (Å):
C (-0.1120, 0.1412, 0.9715)
C (-1.2138, 1.3691, -0.9490)
C (1.3524, -1.1049, 1.2990)
N (-0.2842, 0.3414, -0.3670)
O (-0.7847, 0.6046, 1.8755)
O (0.7184, -0.1660, -1.1886)
I (0.7495, -3.0663, 0.5727)
H (-0.5451, 2.0950, -1.4175)
H (-1.7999, 0.7492, -1.8108)
H (-1.9285, 1.5253, -0.0938)
H (1.5741, -1.1308, 2.2744)
H (2.1137, -0.8352, 0.7001)
H (0.1600, -0.5227, -1.8664)

Cartesian forces (eV/Å) of the 6 atoms listed first:
1.6427 -1.7268 1.2610
-0.3869 -3.8133 -0.7508
-6.0383 0.8713 -2.9201
-0.2326 0.5026 1.5443
1.0089 -0.6130 -1.4791
-0.3049 0.9260 0.2121

# 3
# C2H5ClS

An isolated molecule of C2H5ClS at a distorted geometry (wB97M-V/def2-TZVPD, the OMol25 dataset).

The structure (SMILES) is CCSCl. As for the energy above the lowest of the compared OMol25 structures with the same formula, charge and spin: 14.4 kcal per mole.

Cartesian coordinates (Å):
C (-0.6540, -0.6481, -0.2609)
C (-0.2033, 0.7218, 0.2234)
S (1.4967, 1.2323, -0.2067)
Cl (2.7166, -0.6583, 0.1217)
H (-0.1745, -0.9404, -1.1388)
H (-0.3600, -1.4429, 0.3186)
H (-1.6520, -0.6698, -0.2969)
H (-0.2952, 0.7835, 1.3850)
H (-0.8744, 1.6219, -0.1454)

Cartesian forces (eV/Å) of the 6 atoms listed first:
2.5821 1.9598 0.0304
-0.5594 1.3131 2.1956
0.7744 -1.9833 0.1386
-1.5882 2.1043 -0.2472
0.3102 0.1091 -2.1632
0.8140 -1.4691 2.2978

# 4
# C5H7N

An isolated molecule of C5H7N at a distorted geometry (wB97M-V/def2-TZVPD, the OMol25 dataset).

The structure (SMILES) is Cn1cccc1. As for the energy above the lowest of the compared OMol25 structures with the same formula, charge and spin: 82.8 kcal per mole.

Cartesian coordinates (Å):
C (-1.8092, 0.1982, -0.0239)
N (-0.3670, 0.2079, 0.1356)
C (0.3434, -0.8132, 0.7042)
C (1.6643, -0.5645, 0.4301)
C (1.8089, 0.5957, -0.4397)
C (0.4717, 1.0447, -0.5255)
H (-2.2669, -0.4013, 0.7647)
H (-2.0596, -0.2404, -0.9967)
H (-2.1975, 1.2165, 0.0186)
H (-0.1486, -1.6663, 1.1414)
H (2.5442, -1.1034, 0.7532)
H (1.9692, -0.4385, -1.0331)
H (0.0473, 1.9646, -0.9288)

Cartesian forces (eV/Å) of the 6 atoms listed first:
-0.1951 0.0677 0.0465
0.1699 0.0156 -0.0608
-0.0473 -0.0778 0.2092
-0.1390 -0.2882 0.6940
-0.1747 -0.5431 -0.0171
-0.2106 -0.3501 -0.1547

For the records above, the corresponding LUMO energy values read 1.096; 0.363; -1.015; 0.811 eV.
For the records above, the corresponding gap between HOMO and LUMO values read 6.11; 9.40; 8.28; 8.69 eV.